[1]
Formula: C36H48FeNO2PS
Source: the OMol25 dataset
Level of theory: ωB97M-V/def2-TZVPD

Calculated values
Energy   -98209.61857 eV
2S+1   5
Frontier orbital gap (spin up / spin down)   5.5 / 5.6 eV
LUMO level (spin up / spin down)   4.435 / 4.434 eV
Expectation value of S²   6.015
Energy above the lowest of the compared OMol25 structures with the same formula, charge and spin   0.000 eV
Charge   -2

CARTESIAN COORDINATES (ANGSTROEM)
Fe1 0.180 0.197 -0.239
O1 3.357 2.223 1.590
C1 2.861 1.437 0.772
O2 1.773 0.807 0.961
C2 3.637 1.187 -0.526
C3 4.778 1.981 -0.681
C4 5.643 1.855 -1.751
C5 5.370 0.885 -2.712
C6 4.246 0.097 -2.587
C7 3.337 0.223 -1.515
S1 1.935 -0.842 -1.608
H1 4.957 2.708 0.100
H2 6.512 2.498 -1.837
H3 6.027 0.751 -3.566
H4 4.017 -0.645 -3.343
C8 2.145 3.103 -3.931
C9 1.092 3.570 -2.958
C10 0.623 4.891 -2.985
C11 -0.316 5.287 -2.045
C12 -0.842 6.703 -2.046
C13 -0.784 4.397 -1.085
C14 -0.328 3.052 -1.010
C15 0.616 2.693 -2.014
N1 -0.679 2.103 -0.112
C16 -1.521 2.409 1.041
C17 -1.569 1.141 1.901
C18 -0.915 3.504 1.938
C19 -2.977 2.719 0.645
H5 2.321 3.848 -4.711
H6 1.854 2.163 -4.404
H7 3.090 2.916 -3.414
H8 0.995 5.594 -3.725
H9 -0.416 7.278 -2.870
H10 -0.594 7.217 -1.113
H11 -1.930 6.723 -2.147
H12 -1.511 4.773 -0.381
H13 0.995 1.674 -2.027
H14 -0.558 0.884 2.230
H15 -1.984 0.306 1.328
H16 -2.190 1.296 2.789
H17 0.103 3.210 2.204
H18 -1.505 3.612 2.855
H19 -0.861 4.476 1.451
H20 -3.371 1.872 0.079
H21 -3.068 3.607 0.023
H22 -3.596 2.862 1.539
C20 3.190 -1.865 2.235
C21 1.823 -1.876 2.924
C22 1.635 -0.612 3.766
P1 0.447 -2.009 1.678
C23 0.924 -3.585 0.809
C24 1.112 -4.840 1.659
C25 0.054 -3.885 -0.412
C26 -1.015 -2.373 2.790
C27 -0.805 -3.221 4.044
C28 -2.196 -2.905 1.976
H23 3.961 -1.559 2.949
H24 3.201 -1.161 1.402
H25 3.461 -2.852 1.854
H26 1.783 -2.747 3.588
H27 1.726 0.274 3.134
H28 2.409 -0.561 4.539
H29 0.663 -0.591 4.266
H30 1.897 -3.282 0.405
H31 0.145 -5.252 1.961
H32 1.700 -4.659 2.560
H33 1.624 -5.612 1.075
H34 -0.941 -4.234 -0.128
H35 0.526 -4.671 -1.011
H36 -0.070 -3.002 -1.037
H37 -1.288 -1.364 3.120
H38 -0.518 -4.244 3.796
H39 -1.741 -3.271 4.612
H40 -0.043 -2.807 4.705
H41 -2.059 -3.964 1.744
H42 -2.318 -2.365 1.034
H43 -3.123 -2.812 2.550
C29 -1.479 -0.867 -1.041
C30 -2.433 -1.505 -1.472
C31 -3.550 -2.277 -1.904
C32 -3.387 -3.594 -2.362
C33 -4.474 -4.353 -2.761
C34 -5.759 -3.826 -2.720
C35 -5.938 -2.523 -2.271
C36 -4.854 -1.760 -1.869
H44 -2.385 -4.004 -2.395
H45 -4.316 -5.368 -3.110
H46 -6.609 -4.422 -3.033
H47 -6.934 -2.096 -2.234
H48 -4.994 -0.745 -1.520



[2]
Formula: C36H48N5O5Ru
Source: the OMol25 dataset
Level of theory: ωB97M-V/def2-TZVPD

Calculated values
Energy   -58366.49234 eV
2S+1   2
Frontier orbital gap (spin up / spin down)   6.4 / 7.1 eV
LUMO level (spin up / spin down)   -7.557 / -6.880 eV
Expectation value of S²   1.202
Charge   +2

CARTESIAN COORDINATES (ANGSTROEM)
Ru1 0.672 0.392 1.024
C1 1.530 -3.019 1.015
O1 1.509 -1.903 1.886
C2 1.246 -2.251 3.235
C3 1.170 -0.969 4.065
O2 0.223 -0.119 3.435
C4 -0.525 0.716 4.303
C5 -1.245 1.794 3.474
O3 -1.448 1.314 2.158
C6 -2.490 1.980 1.465
H1 2.356 -3.692 1.273
H2 0.590 -3.583 1.059
H3 1.672 -2.627 0.008
H4 0.292 -2.795 3.299
H5 2.044 -2.907 3.614
H6 0.851 -1.216 5.085
H7 2.150 -0.477 4.099
H8 -1.268 0.097 4.829
H9 0.131 1.198 5.035
H10 -2.214 2.024 3.932
H11 -0.646 2.714 3.447
H12 -2.428 3.064 1.594
H13 -2.381 1.731 0.409
H14 -3.464 1.629 1.831
C7 -0.466 1.049 -6.060
C8 -0.293 -0.390 -5.547
C9 -1.539 -1.208 -5.891
C10 0.932 -1.025 -6.226
C11 -0.061 -0.314 -4.054
C12 1.063 0.342 -3.549
C13 1.252 0.436 -2.185
N1 0.423 -0.108 -1.305
C14 -0.665 -0.754 -1.747
C15 -0.934 -0.855 -3.110
C16 -1.528 -1.342 -0.705
C17 -2.631 -2.157 -0.968
C18 -3.398 -2.685 0.071
C19 -2.986 -2.359 1.366
C20 -1.886 -1.544 1.553
N2 -1.177 -1.049 0.552
C21 -4.617 -3.566 -0.118
C22 -5.821 -2.878 0.545
C23 -4.947 -3.799 -1.591
C24 -4.351 -4.931 0.539
H15 -0.587 1.046 -7.141
H16 0.402 1.657 -5.819
H17 -1.345 1.512 -5.616
H18 -1.656 -1.266 -6.970
H19 -2.437 -0.744 -5.487
H20 -1.452 -2.226 -5.513
H21 0.733 -1.144 -7.288
H22 1.146 -2.007 -5.807
H23 1.817 -0.400 -6.122
H24 1.789 0.787 -4.210
H25 2.109 0.968 -1.788
H26 -1.834 -1.347 -3.432
H27 -2.875 -2.383 -1.993
H28 -3.510 -2.737 2.229
H29 -1.563 -1.267 2.547
H30 -5.990 -1.900 0.099
H31 -5.696 -2.751 1.617
H32 -6.711 -3.479 0.385
H33 -5.145 -2.860 -2.101
H34 -5.841 -4.410 -1.669
H35 -4.141 -4.328 -2.094
H36 -4.166 -4.852 1.607
H37 -3.495 -5.415 0.074
H38 -5.214 -5.578 0.404
C25 6.369 1.120 2.184
N3 5.183 0.594 1.565
C26 5.152 -0.189 0.451
C27 3.835 -0.379 0.147
N4 3.069 0.277 1.063
C28 3.911 0.843 1.910
H39 7.212 0.473 1.951
H40 6.250 1.186 3.263
H41 6.577 2.119 1.794
H42 6.040 -0.532 -0.040
H43 3.409 -0.957 -0.649
H44 3.645 1.425 2.773
O4 0.579 2.522 -0.205
C29 1.109 3.113 0.743
N5 1.307 2.491 1.922
C30 1.958 3.312 2.809
O5 2.312 3.014 3.924
C31 2.166 4.624 2.106
C32 2.752 5.797 2.525
C33 2.765 6.855 1.614
C34 2.225 6.728 0.346
C35 1.652 5.532 -0.085
C36 1.629 4.490 0.817
H45 3.175 5.903 3.512
H46 3.202 7.798 1.909
H47 2.253 7.570 -0.328
H48 1.230 5.435 -1.073



[3]
Formula: C36H49BrHgN3P2S
Source: the OMol25 dataset
Level of theory: ωB97M-V/def2-TZVPD

Calculated values
Energy   -146228.05054 eV
2S+1   2
Frontier orbital gap (spin up / spin down)   5.6 / 7.0 eV
LUMO level (spin up / spin down)   0.523 / 0.502 eV
Expectation value of S²   0.771
Energy above the lowest of the compared OMol25 structures with the same formula, charge and spin   0.000 eV

CARTESIAN COORDINATES (ANGSTROEM)
Hg1 -0.069 -0.283 -0.829
C1 -3.467 -2.083 0.197
C2 -2.616 -3.328 -0.048
C3 -2.838 -4.363 1.050
P1 -0.850 -2.828 -0.272
C4 -0.083 -4.107 -1.363
C5 -0.481 -5.572 -1.194
C6 1.432 -3.926 -1.399
C7 -0.094 -2.860 1.370
C8 0.504 -3.999 1.912
C9 1.199 -3.986 3.107
C10 1.810 -5.231 3.682
C11 1.301 -2.756 3.762
C12 0.722 -1.615 3.257
C13 -0.012 -1.622 2.052
N1 -0.535 -0.487 1.471
C14 -0.989 0.569 2.216
C15 -1.484 0.412 3.531
C16 -1.973 1.469 4.264
C17 -2.024 2.766 3.749
C18 -2.545 3.923 4.553
C19 -1.604 2.919 2.441
C20 -1.102 1.873 1.664
P2 -0.729 2.182 -0.083
C21 -2.367 2.845 -0.664
C22 -3.211 1.618 -1.009
C23 -2.365 3.868 -1.799
C24 0.621 3.449 -0.125
C25 1.658 3.039 0.924
C26 0.272 4.928 0.028
H1 -4.502 -2.365 0.402
H2 -3.455 -1.424 -0.671
H3 -3.093 -1.517 1.053
H4 -2.893 -3.755 -1.020
H5 -2.532 -3.963 2.018
H6 -2.280 -5.283 0.882
H7 -3.899 -4.616 1.110
H8 -0.465 -3.779 -2.341
H9 -0.116 -6.001 -0.262
H10 -0.049 -6.160 -2.008
H11 -1.560 -5.713 -1.230
H12 1.889 -4.157 -0.436
H13 1.706 -2.904 -1.667
H14 1.862 -4.594 -2.149
H15 0.421 -4.936 1.377
H16 1.763 -6.054 2.969
H17 1.294 -5.550 4.590
H18 2.859 -5.079 3.944
H19 1.867 -2.690 4.685
H20 0.863 -0.677 3.776
H21 -1.494 -0.576 3.969
H22 -2.340 1.282 5.268
H23 -2.821 3.605 5.557
H24 -3.431 4.367 4.094
H25 -1.799 4.714 4.653
H26 -1.683 3.905 1.993
H27 -2.816 3.317 0.216
H28 -2.841 1.128 -1.914
H29 -4.250 1.909 -1.174
H30 -3.193 0.885 -0.199
H31 -1.656 3.639 -2.592
H32 -2.145 4.871 -1.438
H33 -3.358 3.897 -2.253
H34 1.058 3.313 -1.121
H35 1.856 1.966 0.922
H36 1.311 3.307 1.923
H37 2.598 3.562 0.734
H38 -0.342 5.125 0.906
H39 -0.237 5.323 -0.848
H40 1.196 5.497 0.149
Br1 3.172 -1.378 0.911
C27 3.638 -0.150 -0.446
C28 4.978 0.062 -0.745
C29 5.268 1.006 -1.715
C30 4.233 1.687 -2.340
C31 2.934 1.385 -1.974
N2 2.640 0.476 -1.037
H41 5.749 -0.491 -0.230
H42 6.298 1.207 -1.979
H43 4.412 2.431 -3.103
H44 2.094 1.879 -2.445
S1 -0.031 -0.771 -3.279
C32 0.516 0.702 -4.048
N3 1.684 0.595 -4.800
C33 2.294 1.719 -5.342
C34 1.723 2.943 -5.193
C35 0.505 3.093 -4.494
C36 -0.074 1.922 -3.935
H45 2.132 -0.304 -4.835
H46 3.220 1.547 -5.869
H47 2.219 3.797 -5.634
H48 0.023 4.054 -4.406
H49 -0.999 1.957 -3.378



[4]
Formula: C36H49BrN6O6Pm
Source: the OMol25 dataset
Level of theory: ωB97M-V/def2-TZVPD

Calculated values
Energy   -145944.63176 eV
2S+1   5
Frontier orbital gap (spin up / spin down)   5.7 / 5.9 eV
LUMO level (spin up / spin down)   -4.460 / -4.309 eV
Expectation value of S²   6.376
Charge   +1

CARTESIAN COORDINATES (ANGSTROEM)
Pm1 0.750 0.404 0.442
C1 -6.886 -0.976 0.359
C2 -6.308 -0.377 1.651
C3 -7.257 0.716 2.140
C4 -6.231 -1.475 2.722
C5 -4.899 0.172 1.370
C6 -3.914 -0.685 1.026
C7 -2.593 -0.193 0.787
N1 -1.468 -0.898 0.689
C8 -1.264 -2.215 0.904
C9 -2.190 -3.279 0.706
C10 -1.861 -4.535 1.087
C11 -0.564 -4.749 1.666
C12 0.418 -3.810 1.839
C13 0.050 -2.471 1.483
O1 0.791 -1.451 1.734
C14 1.782 -4.250 2.411
C15 2.933 -3.255 2.208
C16 2.198 -5.555 1.717
C17 1.626 -4.513 3.913
C18 -2.806 -5.729 0.926
C19 -4.113 -5.335 0.245
C20 -2.130 -6.818 0.079
C21 -3.130 -6.300 2.314
C22 -2.329 1.253 0.861
O2 -1.148 1.640 0.621
C23 -3.367 2.151 1.270
C24 -4.588 1.581 1.484
C25 -3.101 3.652 1.415
C26 -2.736 4.225 0.034
C27 -4.346 4.373 1.927
C28 -1.963 3.923 2.415
H1 -7.888 -1.376 0.542
H2 -6.963 -0.221 -0.429
H3 -6.263 -1.792 -0.016
H4 -8.238 0.278 2.338
H5 -6.916 1.183 3.069
H6 -7.399 1.505 1.395
H7 -7.236 -1.829 2.964
H8 -5.653 -2.340 2.385
H9 -5.774 -1.106 3.644
H10 -4.126 -1.740 0.996
H11 -3.125 -3.096 0.200
H12 -0.333 -5.767 1.963
H13 3.072 -3.012 1.151
H14 2.802 -2.324 2.747
H15 3.852 -3.735 2.557
H16 2.261 -5.422 0.633
H17 3.183 -5.862 2.077
H18 1.514 -6.383 1.915
H19 1.313 -3.610 4.444
H20 0.884 -5.293 4.108
H21 2.580 -4.840 4.338
H22 -3.951 -4.921 -0.756
H23 -4.742 -6.222 0.133
H24 -4.684 -4.605 0.829
H25 -1.866 -6.441 -0.913
H26 -1.219 -7.202 0.546
H27 -2.810 -7.665 -0.051
H28 -3.616 -5.553 2.947
H29 -3.805 -7.155 2.214
H30 -2.233 -6.650 2.833
H31 -5.393 2.235 1.792
H32 -3.544 4.038 -0.681
H33 -2.607 5.309 0.106
H34 -1.808 3.810 -0.355
H35 -5.194 4.287 1.240
H36 -4.664 4.015 2.911
H37 -4.119 5.436 2.022
H38 -1.000 3.568 2.055
H39 -1.878 5.002 2.570
H40 -2.173 3.467 3.388
N2 0.005 -0.484 -2.169
N3 1.102 -1.005 -2.871
C29 2.304 -1.036 -2.264
N4 3.386 -1.279 -2.985
N5 2.252 -0.893 -0.934
N6 3.394 -0.489 -0.239
O3 4.520 -0.530 -0.664
O4 3.078 -0.050 0.882
H41 -0.773 -1.130 -2.224
H42 -0.250 0.414 -2.571
H43 1.050 -1.111 -3.871
H44 3.339 -1.302 -3.989
H45 4.280 -1.254 -2.516
Br1 3.899 4.723 -0.197
C30 3.286 3.774 1.308
C31 3.988 3.913 2.495
C32 3.593 3.209 3.623
C33 2.501 2.362 3.567
C34 1.801 2.231 2.380
C35 2.181 2.933 1.226
C36 1.480 2.866 -0.138
O5 0.670 3.695 -0.447
O6 1.790 1.779 -0.857
H46 4.846 4.573 2.534
H47 4.144 3.326 4.547
H48 2.186 1.811 4.444
H49 0.938 1.594 2.436



[5]
Formula: C36H49Cl3N3O4S2SiZr
Source: the OMol25 dataset
Level of theory: ωB97M-V/def2-TZVPD

Calculated values
Energy   -119183.43810 eV
2S+1   1
Frontier orbital gap (spin up / spin down)   6.7 / 6.7 eV
LUMO level (spin up / spin down)   -2.683 / -2.683 eV
Charge   +1

CARTESIAN COORDINATES (ANGSTROEM)
Zr1 -1.711 0.844 0.471
C1 -2.492 1.968 4.061
C2 -1.250 2.400 3.314
C3 -0.106 2.780 4.208
C4 -1.441 3.370 2.170
O1 -0.785 1.079 2.480
Si1 -0.040 -0.443 2.794
S1 -0.611 -1.333 1.052
O2 1.541 -0.298 3.032
C5 2.689 -0.505 2.074
C6 2.881 -1.974 1.899
C7 3.897 0.096 2.761
C8 2.331 0.205 0.785
O3 -0.719 -1.029 4.132
C9 -0.742 -2.019 5.253
C10 0.534 -1.862 6.095
C11 -1.978 -1.666 5.975
C12 -0.824 -3.432 4.666
H1 -2.783 2.739 4.727
H2 -2.292 1.035 4.528
H3 -3.346 1.867 3.376
H4 -0.313 3.822 4.494
H5 0.889 2.670 3.736
H6 -0.152 2.049 5.031
H7 -1.749 4.375 2.528
H8 -2.210 3.037 1.448
H9 -0.449 3.529 1.725
H10 3.021 -2.526 2.829
H11 3.810 -2.117 1.371
H12 2.083 -2.404 1.303
H13 4.097 -0.496 3.646
H14 3.702 1.153 2.977
H15 4.753 0.008 2.108
H16 1.664 -0.407 0.144
H17 3.303 0.419 0.280
H18 1.870 1.168 1.031
H19 0.635 -0.876 6.449
H20 1.373 -2.004 5.454
H21 0.554 -2.613 6.872
H22 -1.870 -0.677 6.400
H23 -2.221 -2.423 6.719
H24 -2.873 -1.730 5.306
H25 0.110 -3.659 4.094
H26 -1.743 -3.520 4.061
H27 -0.875 -4.146 5.525
C13 -5.340 -1.285 1.739
C14 -5.786 0.025 1.210
C15 -7.146 0.304 1.143
C16 -7.666 1.358 0.399
C17 -6.794 2.264 -0.238
C18 -5.403 2.127 -0.153
C19 -4.510 3.059 -0.937
C20 -4.881 0.968 0.557
N1 -3.582 0.762 0.546
H28 -6.254 -1.883 1.712
H29 -4.965 -1.301 2.786
H30 -4.559 -1.736 1.070
H31 -7.866 -0.367 1.646
H32 -8.745 1.549 0.458
H33 -7.190 3.088 -0.810
H34 -4.072 3.840 -0.295
H35 -5.135 3.479 -1.795
H36 -3.695 2.511 -1.340
Cl1 5.931 2.100 -7.951
C21 4.712 1.303 -6.986
C22 4.736 1.562 -5.583
C23 3.680 1.092 -4.837
C24 2.764 0.125 -5.320
C25 1.827 -0.500 -4.327
C26 0.297 -0.163 -4.613
N2 -0.261 0.719 -3.577
C27 -0.613 2.051 -3.729
C28 -1.124 2.462 -2.535
N3 -1.157 1.390 -1.652
C29 -0.666 0.357 -2.336
O4 1.997 -1.909 -4.141
C30 3.044 -2.232 -3.209
C31 4.285 -2.824 -3.806
C32 5.491 -3.029 -3.179
Cl2 5.959 -2.373 -1.614
S2 6.588 -3.945 -4.169
C33 5.524 -3.843 -5.506
C34 4.318 -3.320 -5.147
C35 2.803 -0.129 -6.674
Cl3 1.809 -1.282 -7.484
C36 3.778 0.459 -7.499
H37 5.490 2.222 -5.183
H38 3.733 1.321 -3.743
H39 2.022 0.051 -3.355
H40 -0.276 -1.102 -4.620
H41 0.145 0.337 -5.569
H42 -0.416 2.571 -4.638
H43 -1.508 3.426 -2.218
H44 -0.614 -0.641 -1.905
H45 2.548 -2.935 -2.487
H46 3.388 -1.321 -2.634
H47 5.804 -4.179 -6.486
H48 3.466 -3.203 -5.848
H49 3.923 0.168 -8.520